Here is a molecular structure, C34H53N4OP2Pt at a distorted geometry from OMol25. Energies are from ωB97M-V/def2-TZVPD.

Computed properties:
Highest occupied orbital energy (spin up / spin down) in eV: -14.097 / -16.365
Net charge: +3
Frontier orbital gap (spin up / spin down) in eV: 5.694 / 3.325
Lowest unoccupied orbital energy (spin up / spin down) in eV: -8.40 / -13.04
Energy relative to the best compared isomer or geometry (same formula, charge and spin) in eV: 0.000
2S+1: 5

Each line ends with the Löwdin charge.
Element x y z (Å)
1 C -1.8996 -1.9796 -1.4904  -0.307
2 C 0.1844 -1.6625 -2.5435  -0.308
3 C -2.2816 -2.9050 -2.4580  0.027
4 C -0.1661 -2.5591 -3.5590  0.017
5 C -1.4094 -3.1809 -3.5073  0.015
6 H -3.2705 -3.3312 -2.3890  0.133
7 H 0.5413 -2.7450 -4.3517  0.125
8 H -1.7111 -3.8629 -4.3042  0.139
9 N -0.6701 -1.4331 -1.5359  -0.030
10 P -2.4268 0.2509 0.0937  0.971
11 P 2.1467 -0.6787 -0.7821  1.125
12 C -2.8402 -1.4694 -0.4172  -0.234
13 H -3.8748 -1.5562 -0.7785  0.096
14 H -2.7457 -2.1278 0.4668  0.098
15 C 0.2833 1.6789 1.0511  -0.425
16 O 0.6476 2.5165 1.7611  0.126
17 C 1.4156 -0.7986 -2.5462  -0.288
18 H 2.1362 -1.1661 -3.2765  0.113
19 C 3.6211 0.5280 -1.0487  -0.637
20 C 2.8344 -2.4124 -0.4030  -0.641
21 C -3.1548 1.3595 -1.2838  -0.639
22 C -3.3902 0.4595 1.7175  -0.630
23 C 3.2247 1.8965 -0.4735  -0.106
24 H 3.1871 1.8804 0.6230  0.080
25 H 3.9885 2.6266 -0.7833  0.110
26 H 2.2589 2.2431 -0.8689  0.044
27 C 4.8793 0.0652 -0.3012  -0.079
28 H 4.7190 0.0028 0.7821  0.083
29 H 5.2683 -0.8896 -0.6737  0.075
30 H 5.6564 0.8248 -0.4775  0.109
31 C 3.9795 0.7444 -2.5306  -0.060
32 H 4.9846 1.1958 -2.5587  0.112
33 H 4.0201 -0.1785 -3.1216  0.077
34 H 3.2944 1.4554 -3.0111  0.077
35 C 3.4525 -2.3513 1.0203  -0.096
36 H 3.0261 -1.5225 1.6060  0.038
37 H 3.2144 -3.2843 1.5505  0.090
38 H 4.5485 -2.2713 0.9893  0.083
39 C 1.6797 -3.4247 -0.3749  -0.095
40 H 0.8176 -3.0302 0.1740  0.066
41 H 1.3669 -3.7148 -1.3840  0.078
42 H 2.0215 -4.3337 0.1412  0.103
43 C 3.8778 -2.8318 -1.4728  -0.053
44 H 4.0149 -2.1028 -2.2860  0.063
45 H 4.8592 -3.0248 -1.0124  0.095
46 H 3.5608 -3.7802 -1.9330  0.096
47 C -3.1018 1.8851 2.2427  -0.077
48 H -3.1447 1.8796 3.3426  0.085
49 H -2.1008 2.2438 1.9580  0.049
50 H -3.8504 2.6136 1.8954  0.088
51 C -2.9046 -0.5718 2.7476  -0.089
52 H -2.8862 -1.5910 2.3444  0.079
53 H -1.9241 -0.3401 3.1609  0.025
54 H -3.6334 -0.5544 3.5791  0.107
55 C -4.9161 0.2313 1.5345  -0.060
56 H -5.3135 -0.2712 2.4326  0.098
57 H -5.4749 1.1760 1.4383  0.093
58 H -5.1580 -0.4251 0.6850  0.075
59 C -2.5165 1.0665 -2.6615  -0.065
60 H -3.3101 0.9716 -3.4191  0.106
61 H -1.8304 1.8679 -2.9514  0.072
62 H -1.9489 0.1350 -2.6984  0.046
63 C -2.8842 2.8177 -0.8819  -0.082
64 H -1.8370 2.9913 -0.5977  0.066
65 H -3.0945 3.4417 -1.7607  0.107
66 H -3.5448 3.1531 -0.0707  0.076
67 C -4.6617 1.1357 -1.4231  -0.080
68 H -4.9096 0.0939 -1.6761  0.090
69 H -5.2260 1.4476 -0.5378  0.067
70 H -4.9913 1.7680 -2.2600  0.109
71 Pt -0.1322 0.3267 -0.1247  1.012
72 N 0.4008 1.3645 -1.8955  0.068
73 C 0.9241 0.6401 -2.8235  -0.332
74 C 1.0119 1.2571 -4.2006  -0.162
75 C 0.9599 2.6599 -4.2346  -0.013
76 C 1.1165 0.5205 -5.3923  0.006
77 C 1.1014 3.3350 -5.4442  -0.019
78 H 0.8186 3.1954 -3.2878  0.123
79 C 1.2222 1.1993 -6.6051  -0.016
80 H 1.0985 -0.5739 -5.3505  0.113
81 C 1.2284 2.6038 -6.6345  0.004
82 H 1.1114 4.4266 -5.4428  0.128
83 H 1.3033 0.6326 -7.5332  0.129
84 H 1.3225 3.1291 -7.5847  0.133
85 C -0.5892 1.0545 5.3991  0.073
86 N 0.1748 -0.0316 4.7489  -0.033
87 C 0.7663 -1.0979 5.5724  0.071
88 C 0.3789 -0.2054 3.4614  -0.178
89 N 0.8083 -0.5812 2.4252  0.291
90 H -0.4724 0.8994 6.4716  0.113
91 H -1.6710 0.9929 5.1590  0.121
92 H -0.1929 2.0619 5.1500  0.145
93 H 0.2756 -2.0478 5.3043  0.144
94 H 1.8423 -1.1548 5.3413  0.143
95 H 0.6089 -0.8734 6.6219  0.117

Forces on the atoms, in the same order (eV/Å):
C 0.4 0.1 -0.3
C -1.0 -0.5 -0.1
C 0.1 0.5 0.2
C 0.3 0.5 0.5
C 0.0 -0.2 0.0
H 0.0 -0.2 -0.2
H -0.1 -0.1 -0.2
H 0.1 0.2 0.3
N -0.2 0.0 0.0
P -2.5 -0.1 -0.8
P 0.8 -0.3 -1.1
C 0.0 -0.7 0.0
H 0.3 0.0 0.2
H -0.1 0.3 -0.4
C 2.3 4.4 3.2
O -1.2 -1.8 -1.5
C 0.2 0.3 0.7
H -0.1 0.2 0.0
C -0.2 0.2 0.2
C 0.1 0.3 0.0
C -0.2 -0.2 0.6
C 0.0 0.4 -0.3
C -0.1 0.2 -0.1
H 0.0 0.0 -0.2
H -0.2 -0.2 0.2
H 0.4 0.0 0.2
C 0.2 -0.1 0.1
H 0.1 0.0 -0.3
H -0.1 0.3 0.1
H -0.2 -0.2 0.1
C 0.1 0.0 -0.1
H -0.4 -0.1 -0.1
H 0.1 0.3 0.1
H 0.2 -0.3 0.1
C 0.0 -0.1 0.1
H 0.3 -0.2 0.0
H 0.1 0.3 -0.1
H -0.5 0.2 0.1
C -0.1 0.0 0.0
H 0.0 -0.1 0.0
H -0.1 0.1 0.2
H -0.1 0.2 -0.2
C 0.1 -0.4 -0.1
H 0.0 -0.3 0.3
H -0.3 0.2 -0.2
H 0.1 0.3 0.1
C -0.1 0.1 0.3
H -0.1 0.1 -0.2
H -0.3 0.0 0.1
H 0.4 -0.3 0.1
C -0.4 -0.2 0.1
H 0.0 0.2 0.3
H 0.1 0.0 -0.2
H 0.4 -0.1 -0.3
C -0.3 -0.2 0.2
H 0.1 0.2 -0.3
H 0.3 -0.4 -0.1
H 0.0 0.3 0.4
C 0.1 -0.3 -0.1
H 0.3 0.2 0.2
H -0.2 -0.1 0.0
H -0.2 0.1 -0.1
C -0.2 0.2 -0.1
H -0.2 0.0 -0.1
H 0.0 0.0 0.3
H 0.3 -0.1 -0.3
C -0.3 0.3 -0.1
H 0.0 0.3 0.0
H 0.2 -0.1 -0.4
H -0.1 -0.2 0.2
Pt 0.5 -1.8 -1.2
N 0.6 -1.1 -0.3
C -0.1 0.7 -1.8
C -0.4 -0.7 1.3
C -0.1 0.8 -0.2
C 0.1 -0.1 -0.3
C -0.1 -0.1 0.2
H 0.3 -0.1 -0.5
C 0.0 -0.5 0.4
H 0.1 0.5 -0.2
C 0.0 0.2 0.4
H 0.0 -0.4 -0.1
H 0.0 0.2 0.3
H 0.0 -0.2 0.2
C -0.1 0.3 0.2
N -0.3 0.2 0.5
C 0.2 -0.3 0.1
C 1.2 -0.6 -1.1
N -1.1 0.5 1.8
H 0.0 0.1 -0.2
H 0.6 -0.1 -0.2
H -0.1 -0.7 -0.3
H 0.2 0.2 0.1
H -0.3 -0.1 0.1
H 0.0 0.0 0.0